Density functional theory data (ωB97M-V with the def2-TZVPD basis set) for a gas-phase ion, C7H14N5O (charge +1).

Geometry (Å):
C (1.315, 0.903, 0.324)
C (-0.030, 0.800, 0.495)
C (0.926, -1.324, 0.544)
C (-1.537, -0.976, -0.177)
C (2.053, 2.210, 0.056)
C (3.056, -0.584, -0.575)
C (-3.869, -0.136, 0.182)
N (-0.928, 1.739, 0.193)
N (-2.114, 1.409, 0.072)
N (1.964, -0.237, 0.299)
N (-2.417, 0.094, 0.089)
N (-0.361, -0.627, 0.769)
O (-1.007, -1.209, -1.482)
H (0.957, -2.004, -0.300)
H (1.219, -1.907, 1.368)
H (-1.980, -1.984, 0.105)
H (1.799, 3.173, 0.703)
H (1.935, 2.341, -1.005)
H (3.117, 2.000, 0.226)
H (2.941, -1.624, -0.763)
H (2.837, -0.009, -1.573)
H (4.002, -0.404, -0.104)
H (-4.221, -0.114, -0.815)
H (-3.927, -1.106, 0.612)
H (-4.261, 0.612, 0.821)
H (-0.622, -0.729, 1.706)
H (-0.847, -0.304, -1.772)

The value obtained for the gap between HOMO and LUMO (spin up / spin down) is 6.12 / 7.26 eV. The multiplicity is 3. As for the charge: +1. The HOMO energy (spin up / spin down) comes out at -9.2 / -13.1 eV. Its energy above the lowest of the compared OMol25 structures with the same formula, charge and spin is 0.0 kcal per mole. For the total energy, the calculation gives -16971.0659 eV. Its LUMO energy (spin up / spin down) is -0.114 / -0.214 hartree.